[1]
The following is a quantum chemistry calculation of a single C4H8OS2 molecule, from the Open Molecules 2025 dataset.

Calculated values
F_max	1.3	eV/Å
HOMO	-8.7	eV
LUMO level	0.5	eV
gap between HOMO and LUMO	9.20	eV
SMILES	CSSCCC=O

Positions of all 15 atoms, in Å:
C 0.3702 -0.2233 -1.6955
C 1.5407 -1.1448 -1.4978
O 2.5324 -1.1001 -2.1782
C 0.5088 1.0219 -0.7941
S 0.8048 0.7257 0.9775
S -0.5587 -0.7456 1.3530
C -1.6475 0.0666 2.5653
H -0.5888 -0.6967 -1.4742
H 0.3304 0.1905 -2.6968
H 1.3841 -1.9450 -0.7608
H 1.4147 1.5253 -1.1349
H -0.3942 1.6137 -0.9253
H -1.1255 0.4979 3.4104
H -2.1524 0.8519 1.9978
H -2.4191 -0.6381 2.8535



[2]
The following is a quantum chemistry calculation of 2 unconnected molecules or ions with the total composition C6H9N3O3S, from the Open Molecules 2025 dataset.

Calculated values
F_max	4.8	eV/Å
HOMO	-7.9	eV
LUMO level	0.4	eV
gap between HOMO and LUMO	8.26	eV

Positions of all 22 atoms, in Å:
C 3.1854 0.0471 0.8904
C 0.2930 -2.6567 -0.3560
C -1.1476 0.8353 0.1898
C 1.0890 -0.1267 0.1929
C -3.2562 1.6035 0.2150
C 0.7742 -1.5785 -1.2569
N 2.0884 -0.5494 1.0803
N 1.6249 0.9276 -0.6299
N -0.2429 0.0735 0.7973
O -0.8491 -2.6936 0.0268
O -1.0543 1.5080 -0.8093
O -2.3130 0.7828 0.7938
S 3.2264 1.2393 -0.3543
H 4.1049 -0.0449 1.5678
H 1.0043 -3.3917 0.0757
H -3.4107 1.2782 -0.8332
H -3.0987 2.5950 0.3960
H -4.2413 1.3771 0.7042
H -0.0252 -0.8927 -1.7156
H 1.6636 -1.7149 -1.8766
H 1.0125 1.6941 -0.8625
H -0.4273 -0.3125 1.7643



[3]
The following is a quantum chemistry calculation of a molecular structure, C2H4N2O, from the Open Molecules 2025 dataset.

Calculated values
F_max	7.6	eV/Å
HOMO	-9.8	eV
LUMO level	-0.3	eV
gap between HOMO and LUMO	9.49	eV

Positions of all 9 atoms, in Å:
C -1.5944 0.4359 -0.0330
C 1.4368 0.1566 -0.0713
H -2.8986 0.0719 0.3651
H -1.1032 1.5766 -0.0887
H 1.0187 -1.7938 -0.2878
H 1.1020 1.3182 -0.0870
N -1.0920 -0.8541 0.1587
N 0.4678 -0.8415 -0.1245
O 2.6628 -0.0699 0.1685



[4]
The following is a quantum chemistry calculation of 2 unconnected molecules or ions with the total composition C8H8N4O4, from the Open Molecules 2025 dataset.

Calculated values
F_max	6.5	eV/Å
HOMO	-8.9	eV
LUMO level	0.2	eV
gap between HOMO and LUMO	9.09	eV
SMILES	O=c1cc[nH]c(=O)[nH]1.O=c1cc[nH]c(=O)[nH]1

Positions of all 24 atoms, in Å:
C 3.0174 -0.8156 -0.0567
C 2.2994 0.5420 -0.1152
C 1.8210 1.0147 1.0334
C 2.0045 -1.2628 2.1211
C -3.4241 0.6995 -0.2729
C -3.7908 0.3106 -1.6064
C -2.8735 0.2081 -2.5299
C -1.0539 0.8120 -1.1349
H 2.8529 -2.6942 1.0938
H 2.2506 1.1621 -1.0873
H 1.2442 1.9553 1.1671
H 0.8315 0.1960 2.9274
H -1.5940 0.9673 0.8096
H -4.8348 -0.0255 -1.7715
H -3.1484 -0.0647 -3.5481
H -0.8700 0.4140 -3.1435
N 2.9032 -1.6586 1.0546
N 1.8009 0.1349 2.2194
N -2.0001 0.8786 -0.1193
N -1.5417 0.5107 -2.3538
O 3.4310 -1.3473 -1.0573
O 1.5665 -1.8723 2.9981
O -4.2274 0.8802 0.6149
O 0.1214 1.0868 -0.8913



[5]
The following is a quantum chemistry calculation of a molecular structure, C4H7NO2, from the Open Molecules 2025 dataset.

Calculated values
F_max	1.1	eV/Å
HOMO	-9.2	eV
LUMO level	0.6	eV
gap between HOMO and LUMO	9.82	eV

Positions of all 14 atoms, in Å:
C -1.4428 -1.0129 0.5979
C -0.2843 -0.5052 -0.2293
C -0.2129 1.0122 -0.4952
O -0.1396 1.5062 0.7368
C 0.9861 -0.1427 0.5268
O 1.7700 -0.5115 1.3227
N 1.2892 0.9233 -0.8120
H -1.6326 -0.3043 1.4067
H -2.3418 -1.1056 -0.0208
H -1.2142 -1.9959 1.0204
H -0.0427 -1.1656 -1.0773
H -0.8127 1.5152 -1.2665
H 1.6228 0.5220 -1.6919
H 1.7704 1.7837 -0.5571



[6]
The following is a quantum chemistry calculation of 2 unconnected molecules or ions with the total composition C11H12O, from the Open Molecules 2025 dataset.

Calculated values
F_max	5.4	eV/Å
HOMO	-8.7	eV
LUMO level	0.9	eV
gap between HOMO and LUMO	9.52	eV

Positions of all 24 atoms, in Å:
C -0.7652 -1.0890 -3.0956
C 0.5882 -1.1230 -2.7844
C -1.6025 -0.7688 -2.0538
C 1.0388 -0.9034 -1.4993
C -1.1681 -0.5571 -0.7461
C 0.1613 -0.6140 -0.4715
C -0.6492 1.3299 2.6761
C 0.0898 1.4163 1.6315
C 0.7661 -1.4500 1.9718
C 0.6089 -0.4670 0.9276
C 0.5057 2.5028 0.7232
O 1.9410 -0.8976 1.4191
H -1.0970 -1.2465 -4.1063
H 1.3475 -1.4983 -3.6000
H -2.7813 -0.6830 -2.2272
H 2.0900 -1.0793 -1.3284
H -1.9052 -0.3509 0.0958
H -1.0756 2.2587 3.1661
H -0.8776 0.4805 3.2392
H 0.5215 -1.0893 2.9045
H 0.5302 -2.5277 1.6928
H 0.9082 2.0851 -0.1436
H -0.4003 3.1040 0.4520
H 1.2246 3.1674 1.1563



[7]
The following is a quantum chemistry calculation of a molecular structure, C15H29N2NiOP2S2, from the Open Molecules 2025 dataset.

Calculated values
total charge	+1
F_max	0.1	eV/Å
HOMO (spin up / spin down)	-10.5 / -10.8	eV
LUMO level (spin up / spin down)	-1.9 / -2.8	eV
gap between HOMO and LUMO (spin up / spin down)	8.57 / 8.05	eV
2S+1	3

Positions of all 52 atoms, in Å:
Ni -0.0102 -0.8431 -0.2147
C -1.4052 -3.4827 -2.2674
P -0.6317 -1.8418 -2.2663
C -1.6204 -0.8848 -3.4610
C 0.9576 -2.1006 -3.1544
C 1.8782 -0.8889 -2.9596
P 2.1008 -0.5683 -1.1694
C 2.9157 1.0518 -1.0850
C 3.3826 -1.7443 -0.6475
H -1.4457 -3.9040 -3.2724
H -2.4170 -3.4048 -1.8696
H -0.8395 -4.1487 -1.6155
H -1.6971 -1.4075 -4.4153
H -1.1586 0.0900 -3.6224
H -2.6225 -0.7266 -3.0622
H 0.7725 -2.2968 -4.2125
H 1.4180 -3.0017 -2.7397
H 1.4220 0.0080 -3.3890
H 2.8406 -1.0320 -3.4551
H 3.8020 1.0874 -1.7196
H 3.2149 1.2478 -0.0550
H 2.2132 1.8250 -1.3953
H 4.2946 -1.6260 -1.2337
H 3.0146 -2.7654 -0.7466
H 3.6082 -1.5784 0.4063
C 0.8334 -1.0125 5.8860
C 0.7068 -0.7033 4.4294
C 1.0945 0.5287 3.8988
C 0.9325 0.7077 2.5413
N 0.4259 -0.2524 1.7753
C 0.0765 -1.4214 2.3643
S -0.5433 -2.5766 1.2169
N 0.2028 -1.6695 3.6585
H 1.2634 -0.1833 6.4430
H 1.4552 -1.8982 6.0155
H -0.1492 -1.2519 6.2932
H 1.5054 1.3068 4.5247
H 1.2039 1.6333 2.0443
O -0.6635 1.0854 -0.7186
S -2.1637 1.3793 -0.6457
C -2.2870 3.1132 -1.1832
C -2.8684 3.9141 -0.0221
C -2.2974 3.2839 1.2454
C -2.5376 1.7900 1.0809
H -2.8558 3.1678 -2.1087
H -1.2468 3.3791 -1.3801
H -3.9578 3.8392 -0.0159
H -2.6155 4.9689 -0.1216
H -2.7794 3.6605 2.1466
H -1.2281 3.4895 1.3268
H -3.5833 1.5216 1.2410
H -1.9111 1.1364 1.6872



Energy above the lowest of the compared OMol25 structures with the same formula, charge and spin readings, ordered: 11.14; 35.24; 115.97; 75.56; 73.31; 92.23; 0.00 kcal per mole
Total energy readings, ordered: -27995.2176; -27813.3137; -7161.4506; -22575.6535; -9844.1009; -13644.6305; -102341.4158 eV